Record 1
ORCA calculation (wB97M-V/def2-TZVPD) on 2 unconnected molecules or ions with the total composition C4H12N2O in a non-equilibrium geometry.

Output
* multiplicity: 1
* total energy: -344.3396 hartree
* energy relative to the best compared isomer or geometry (same formula, charge and spin): 28.47 kcal per mole
* charge: 0
* structure (SMILES): CCC/N=C\N.O

```
19
Properties=species:S:1:pos:R:3:forces:R:3:lowdin_charge:R:1
C 1.470 -1.825 -1.245 -0.04 -0.26 -0.29 -0.114
C 1.092 -1.180 0.075 0.24 0.16 -0.02 -0.268
C -0.316 -0.644 0.032 -0.39 0.57 0.54 -0.294
N -0.713 -0.174 1.345 0.01 -0.30 0.62 0.017
C -1.651 0.662 1.436 -0.39 0.95 -0.76 -0.293
N -2.268 1.318 0.361 0.01 -0.76 -0.08 0.080
H 1.471 -1.085 -2.043 -0.06 0.13 -0.12 0.067
H 0.716 -2.572 -1.514 0.10 -0.02 0.00 0.072
H 2.445 -2.317 -1.293 -0.08 0.11 0.35 0.070
H 1.719 -0.321 0.311 0.30 0.05 -0.10 0.098
H 1.200 -1.824 0.936 -0.06 -0.48 0.10 0.103
H -0.338 0.183 -0.685 -0.10 -0.04 -0.35 0.094
H -1.062 -1.388 -0.257 0.15 -0.23 -0.36 0.125
H -2.010 1.032 2.390 0.23 -0.14 0.30 0.109
H -3.168 1.745 0.510 0.06 0.03 0.33 0.078
H -2.280 0.758 -0.478 0.00 0.18 -0.16 0.065
O 0.935 2.773 0.112 -0.10 0.25 0.06 -0.056
H 0.956 2.046 -0.515 0.11 -0.08 0.02 0.011
H 1.804 2.812 0.522 0.01 -0.13 -0.08 0.036
```
Forces are in eV/Å.

=====

Record 2
ORCA calculation (wB97M-V/def2-TZVPD) on 3 unconnected molecules or ions with the total composition C4H14NO3 in a non-equilibrium geometry.

Output
* multiplicity: 1
* total energy: -441.0144 hartree
* energy relative to the best compared isomer or geometry (same formula, charge and spin): 27.58 kcal per mole
* charge: +1

```
22
Properties=species:S:1:pos:R:3:forces:R:3:lowdin_charge:R:1
O -0.911 2.645 1.758 0.09 0.71 0.57 0.085
C 0.166 2.340 2.197 0.20 -0.64 -1.61 -0.172
C 0.583 0.899 1.923 0.72 -1.78 -0.80 -0.044
N -0.205 0.337 0.716 -0.15 0.38 1.23 0.054
C -1.051 -0.869 1.072 0.87 -0.37 -0.23 -0.181
C -2.502 -0.782 0.734 -1.85 -0.04 -1.41 -0.071
H 0.945 3.044 2.545 -0.51 -0.12 0.51 0.146
H 1.624 0.689 1.679 0.25 0.89 -0.07 0.135
H 0.468 0.197 2.765 -0.55 0.59 -0.08 0.134
H 0.374 0.060 -0.099 0.35 0.27 0.19 0.102
H -0.779 1.114 0.384 -0.40 -0.02 0.18 0.150
H -0.843 -1.105 2.099 -0.38 0.30 0.66 0.109
H -0.530 -1.702 0.583 -0.57 0.09 -0.34 0.132
H -2.709 -0.728 -0.364 0.57 -0.48 0.62 0.100
H -3.143 0.053 1.053 0.95 0.18 0.72 0.091
H -3.037 -1.665 1.119 0.41 0.12 -0.23 0.097
H 3.414 -1.118 -4.445 -0.23 0.35 -0.72 0.053
H 2.274 -0.350 -5.322 0.72 -0.32 0.00 0.053
O 2.527 -0.740 -4.478 -0.64 0.01 0.95 -0.052
H 1.318 -0.310 -2.515 0.14 0.95 -0.06 0.047
H 1.032 -1.483 -1.774 -0.25 -0.11 0.70 0.076
O 0.985 -0.525 -1.629 0.26 -0.97 -0.78 -0.043
```
Forces are in eV/Å.

=====

Record 3
ORCA calculation (wB97M-V/def2-TZVPD) on a gas-phase ion, C3H3Cl2O2S (charge -1) in a non-equilibrium geometry.

Output
* multiplicity: 1
* total energy: -1585.1684 hartree
* energy relative to the best compared isomer or geometry (same formula, charge and spin): 0.00 kcal per mole
* charge: -1

```
11
Properties=species:S:1:pos:R:3:forces:R:3:lowdin_charge:R:1
C -0.523 0.873 0.396 0.38 0.90 0.17 -0.219
C 0.057 0.052 -0.720 -0.61 -0.59 -0.78 -0.406
C -1.097 -0.425 0.140 0.77 -1.16 -1.29 -1.289
O 2.672 0.475 -0.705 0.56 0.95 -0.91 -0.556
O 1.780 -0.800 1.111 -0.17 -0.19 0.43 -0.595
S 1.819 -0.665 -0.362 -0.57 -0.28 0.20 0.599
Cl -2.689 -0.420 -0.612 -0.49 0.05 -0.23 0.562
Cl -0.936 -1.794 1.204 -0.30 -0.43 0.44 0.606
H 0.310 0.801 1.116 -0.82 0.90 0.67 0.093
H -1.292 1.661 0.234 1.36 -0.05 0.41 0.104
H -0.102 0.242 -1.802 -0.09 -0.11 0.89 0.100
```
Forces are in eV/Å.

=====

Record 4
ORCA calculation (wB97M-V/def2-TZVPD) on 2 unconnected molecules or ions with the total composition C6H6O2 in a non-equilibrium geometry.

Output
* multiplicity: 1
* total energy: -382.5714 hartree
* energy relative to the best compared isomer or geometry (same formula, charge and spin): 71.74 kcal per mole
* charge: 0

```
14
Properties=species:S:1:pos:R:3:forces:R:3:lowdin_charge:R:1
C -1.946 -0.708 0.669 1.29 2.77 -1.66 -0.052
C -0.560 -0.915 0.369 0.18 2.04 -1.39 -0.010
C -2.250 0.606 0.243 1.84 -3.58 1.35 -0.098
C -0.103 0.319 -0.224 -1.28 -1.08 1.61 -0.255
C 2.218 -0.342 -0.177 -1.03 0.72 0.19 -0.351
C 1.279 0.766 -0.470 0.85 1.19 -4.24 -0.102
O 3.098 -0.196 0.621 0.67 -0.73 -0.18 0.077
O -1.159 1.250 -0.252 0.46 -1.77 0.40 0.028
H -2.570 -1.418 1.139 -0.75 -0.37 0.28 0.085
H -0.039 -1.885 0.492 -0.15 1.16 -0.05 0.120
H -3.156 1.047 0.510 -1.03 1.50 -0.38 0.097
H 1.856 -1.244 -0.689 0.91 -0.73 0.13 0.116
H 1.720 1.725 -0.147 -1.00 -0.42 0.23 0.108
H 1.612 0.993 -2.082 -0.97 -0.70 3.70 0.234
```
Forces are in eV/Å.

=====

Record 5
ORCA calculation (wB97M-V/def2-TZVPD) on 2 unconnected molecules or ions with the total composition CH3NO3 in a non-equilibrium geometry.

Output
* multiplicity: 3
* expectation value of S²: 2.007
* total energy: -320.0815 hartree
* energy relative to the best compared isomer or geometry (same formula, charge and spin): 47.07 kcal per mole
* charge: 0

```
8
Properties=species:S:1:pos:R:3:forces:R:3:mulliken_spin:R:1
C -1.025 0.975 -2.207 0.17 0.44 2.35 0.683
N 0.814 -1.018 0.944 0.30 -0.47 0.93 -0.001
O -1.158 -0.028 -2.758 -0.47 -1.48 -2.05 0.206
O 0.197 0.875 -0.175 1.72 -1.42 1.11 0.720
O 1.085 -0.140 -0.097 -1.14 1.43 -0.37 0.267
H -1.187 2.032 -2.275 -0.45 1.15 -1.34 0.107
H 0.529 -0.478 1.760 -0.04 0.01 -0.34 0.004
H 0.082 -1.672 0.680 -0.10 0.32 -0.30 0.013
```
Forces are in eV/Å.

=====

Record 6
ORCA calculation (wB97M-V/def2-TZVPD) on a molecular structure, C38H33F2GeN4PdS.

Output
* multiplicity: 6
* expectation value of S²: 8.807
* total energy: -4488.9192 hartree
* energy relative to the best compared isomer or geometry (same formula, charge and spin): 0.00 kcal per mole
* charge: +2

```
80
Properties=species:S:1:pos:R:3:forces:R:3:mulliken_spin:R:1
Pd 1.236 -1.168 -0.728 0.46 -0.54 0.04 1.481
S 2.902 -0.548 -2.229 -0.09 -0.02 -0.01 0.862
C 3.129 1.165 -2.147 -0.07 -0.08 -0.07 -0.052
C 4.382 1.659 -2.520 0.03 0.02 -0.07 0.115
C 4.583 3.030 -2.521 0.01 -0.01 0.00 -0.044
C 3.522 3.844 -2.179 0.00 0.01 0.02 0.120
C 2.310 3.259 -1.803 -0.03 -0.07 0.09 0.007
N 2.107 1.952 -1.766 -0.01 0.03 -0.05 0.085
H 5.163 0.972 -2.815 0.00 0.00 0.00 -0.001
H 5.542 3.447 -2.796 0.01 0.00 -0.03 -0.001
H 3.614 4.920 -2.189 0.01 0.04 0.02 0.003
H 1.479 3.885 -1.508 -0.07 0.02 0.04 0.012
F -3.864 -2.339 -2.223 0.01 0.01 0.03 0.005
C -2.654 -2.790 -1.858 -0.01 -0.04 -0.08 0.033
C -1.562 -1.950 -2.002 -0.04 -0.27 0.00 0.113
C -0.325 -2.406 -1.581 0.22 0.37 -0.01 0.488
C -0.152 -3.711 -1.109 -0.09 -0.05 0.02 -0.180
C -1.297 -4.492 -0.960 0.05 -0.13 0.02 0.061
F -1.197 -5.726 -0.440 -0.03 0.10 -0.05 0.007
C -2.559 -4.058 -1.319 0.02 0.10 -0.02 -0.010
C 1.227 -4.198 -0.916 -0.09 0.08 -0.01 0.014
C 1.607 -5.530 -1.029 -0.01 -0.02 0.04 0.008
C 2.952 -5.850 -1.033 0.02 0.03 0.01 -0.006
C 3.892 -4.835 -0.940 -0.01 -0.03 0.02 0.010
C 3.441 -3.537 -0.814 -0.02 0.02 0.13 0.014
N 2.144 -3.226 -0.772 0.05 -0.05 -0.14 0.156
H -1.721 -0.974 -2.429 0.01 0.11 -0.06 0.010
H -3.421 -4.697 -1.205 -0.03 -0.02 0.00 -0.002
H 0.860 -6.298 -1.144 0.01 0.01 0.00 0.002
H 3.263 -6.881 -1.134 0.01 -0.01 0.00 0.000
H 4.952 -5.038 -0.968 0.02 0.00 0.00 0.001
H 4.140 -2.718 -0.738 0.01 0.03 -0.01 -0.007
C 0.437 0.086 4.773 0.02 0.00 -0.01 -0.001
C 1.312 -0.269 3.622 -0.03 -0.05 0.06 0.004
C 2.607 -0.730 3.560 -0.06 0.09 -0.07 0.006
C 2.892 -0.897 2.196 0.08 0.12 -0.11 0.024
N 1.835 -0.571 1.451 -0.16 0.00 0.09 -0.051
N 0.885 -0.194 2.348 -0.07 -0.10 -0.09 0.005
C 4.192 -1.297 1.592 0.00 -0.02 -0.03 -0.008
H 1.035 0.207 5.673 0.01 0.00 0.01 0.000
H -0.295 -0.700 4.961 -0.01 0.00 0.00 0.000
H -0.099 1.018 4.593 -0.01 0.02 0.00 0.000
H 3.274 -0.899 4.386 0.04 -0.01 0.06 0.001
H -0.007 0.152 2.031 0.07 -0.08 0.02 -0.016
H 5.014 -0.815 2.120 -0.01 -0.01 0.01 0.001
H 4.234 -0.990 0.546 0.00 0.00 0.01 0.007
H 4.346 -2.375 1.654 0.00 0.01 0.00 0.000
C -1.174 1.505 -2.710 0.17 -0.02 -0.06 0.055
Ge -0.648 1.252 -0.846 -0.69 0.13 0.31 0.525
C -0.539 2.969 0.063 0.37 0.26 0.09 0.055
C -1.011 4.140 -0.537 -0.05 -0.11 -0.07 0.012
C -0.850 5.375 0.075 0.02 0.01 0.03 -0.003
C -0.186 5.467 1.289 -0.02 -0.03 0.01 0.013
C 0.313 4.320 1.889 -0.01 0.05 -0.03 -0.001
C 0.142 3.087 1.277 -0.06 -0.11 0.05 0.009
C -2.212 0.282 0.103 -0.11 -0.17 0.11 0.239
C -2.019 -0.964 0.754 0.38 0.13 0.03 -0.036
C -3.024 -1.654 1.396 -0.20 0.04 0.06 0.093
C -4.317 -1.127 1.426 0.23 -0.06 -0.01 0.156
C -4.585 0.096 0.797 -0.02 0.00 -0.02 -0.039
C -5.890 0.609 0.810 0.01 0.18 -0.12 0.213
C -6.194 1.811 0.162 0.01 -0.15 0.08 0.058
C -5.196 2.495 -0.499 0.18 -0.01 -0.03 0.004
C -3.885 2.000 -0.512 -0.15 0.10 0.06 0.096
C -3.537 0.804 0.132 -0.03 -0.04 -0.07 0.178
H -2.257 1.456 -2.808 -0.04 0.00 -0.06 0.010
H -0.731 0.753 -3.358 0.04 -0.04 -0.03 0.009
H -0.810 2.478 -3.034 -0.03 0.03 -0.04 -0.002
H -1.503 4.107 -1.502 -0.03 -0.01 -0.05 0.000
H -1.232 6.267 -0.402 -0.02 0.02 -0.03 0.000
H -0.052 6.430 1.762 0.01 0.03 0.02 0.001
H 0.848 4.389 2.826 0.01 -0.01 0.03 0.000
H 0.568 2.212 1.753 0.03 0.06 -0.04 -0.010
H -1.030 -1.421 0.747 -0.17 0.11 0.00 -0.035
H -2.817 -2.607 1.863 0.02 0.00 0.04 0.000
H -5.115 -1.654 1.930 -0.03 -0.04 0.00 -0.007
H -6.668 0.060 1.322 -0.03 -0.02 0.03 0.005
H -7.204 2.193 0.181 -0.04 0.01 -0.01 0.004
H -5.419 3.420 -1.012 0.00 0.03 -0.01 -0.003
H -3.125 2.564 -1.028 0.05 0.08 -0.03 0.125
```
Forces are in eV/Å.

=====

Question: What is the formula in the first record?
Answer: C4H12N2O

=====

Question: Look up the total energy of the third one.
Answer: -1585.1684 hartree